{"formula": "C24H28N10O8PdS", "method": "ωB97M-V/def2-TZVPD", "orbital_gap_ev": 5.582, "energy_ha": -2606.842334, "homo_ev": -7.3, "multiplicity": 1, "elements": ["Pd", "C", "N", "C", "N", "C", "N", "C", "N", "C", "C", "H", "H", "H", "H", "H", "H", "H", "H", "H", "H", "H", "H", "O", "S", "O", "O", "C", "N", "C", "C", "C", "N", "C", "C", "C", "N", "C", "C", "H", "H", "H", "H", "H", "H", "C", "N", "C", "N", "O", "H", "H", "H", "H", "H", "H", "O", "C", "O", "C", "C", "C", "C", "C", "C", "N", "O", "O", "H", "H", "H", "H"], "coordinates": [[-0.68510, 0.50203, 0.49610], [-0.25334, 2.49789, -1.78823], [-1.26543, 2.01228, -0.79222], [-2.46564, 1.52956, -1.56979], [-3.00674, 2.58131, -2.39989], [-1.97046, 3.02679, -3.33328], [-0.79780, 3.54398, -2.62177], [-1.22046, 4.65946, -1.77347], [-2.24361, 4.24260, -0.81178], [-1.70524, 3.19599, 0.02458], [-3.39183, 3.71149, -1.55408], [0.04846, 1.64960, -2.40139], [0.61151, 2.87039, -1.23919], [-3.20704, 1.18907, -0.84649], [-2.14970, 0.67937, -2.17058], [-2.37527, 3.81486, -3.96830], [-1.66783, 2.18921, -3.96321], [-1.62457, 5.45245, -2.40255], [-0.35599, 5.04874, -1.23263], [-2.46015, 2.84689, 0.72763], [-0.83638, 3.55904, 0.57625], [-3.80397, 4.50220, -2.18118], [-4.15729, 3.38840, -0.84697], [4.44679, -4.11232, -4.28682], [5.87895, -3.95137, -4.13018], [6.53059, -4.98336, -3.34934], [6.58395, -3.51645, -5.31634], [6.02291, -2.50464, -3.02406], [7.24507, -2.03949, -2.73585], [7.31094, -1.01087, -1.91217], [6.18593, -0.41031, -1.34784], [4.97443, -0.96394, -1.71532], [4.89830, -1.99774, -2.54535], [3.64858, -0.49116, -1.23502], [2.51005, -1.13763, -1.71478], [1.27092, -0.73715, -1.27765], [1.10879, 0.26592, -0.39872], [2.19594, 0.89372, 0.07015], [3.46981, 0.55224, -0.32965], [8.30354, -0.63710, -1.68106], [6.28269, 0.42744, -0.67217], [2.62786, -1.94906, -2.42174], [0.35953, -1.19897, -1.62998], [2.02194, 1.68512, 0.78753], [4.30809, 1.09522, 0.08265], [-1.84559, -4.96050, -1.44847], [-2.08144, -3.53737, -1.59093], [-1.63242, -2.57972, -0.75148], [-0.92929, -2.99799, 0.33744], [-1.80927, -1.37508, -0.98693], [-2.33102, -5.47525, -2.27256], [-2.27930, -5.34522, -0.52274], [-0.78144, -5.20280, -1.48144], [-2.52037, -3.18712, -2.42406], [-0.88361, -3.96938, 0.58805], [-0.74661, -2.32266, 1.06325], [-0.44987, -0.48307, 2.36746], [-1.54053, 0.06647, 2.71205], [-2.21294, 0.68940, 1.82543], [-2.02686, -0.00282, 4.10822], [-2.93451, 0.94307, 4.57026], [-3.37968, 0.88574, 5.87943], [-2.90924, -0.13431, 6.68547], [-2.00982, -1.08977, 6.24873], [-1.55976, -1.01334, 4.94230], [-3.39284, -0.20726, 8.08417], [-2.93698, -1.08563, 8.78447], [-4.12088, 0.68353, 8.46774], [-3.28896, 1.71619, 3.90304], [-4.07740, 1.60534, 6.27964], [-1.67780, -1.86337, 6.92412], [-0.84331, -1.72883, 4.56348]], "atomic_forces_ev_per_a": [[0.4596, 0.9151, 0.0640], [-0.0140, -0.0527, 0.0094], [-0.1123, -0.2252, -0.2103], [0.0166, 0.0072, 0.0394], [-0.0068, -0.0057, -0.0039], [-0.0055, 0.0032, -0.0113], [0.0057, 0.0144, 0.0046], [0.0069, -0.0007, 0.0040], [-0.0140, 0.0179, 0.0007], [0.0334, -0.0647, 0.0345], [-0.0024, 0.0046, -0.0036], [0.0059, 0.0056, -0.0076], [0.0102, 0.0053, 0.0033], [-0.0065, -0.0072, -0.0097], [-0.0102, -0.0029, -0.0014], [0.0023, 0.0009, 0.0018], [0.0003, -0.0027, 0.0050], [-0.0036, -0.0039, -0.0014], [0.0008, -0.0040, 0.0000], [0.0093, 0.0083, 0.0155], [-0.0069, 0.0201, -0.0058], [0.0017, 0.0017, 0.0034], [0.0030, -0.0051, -0.0001], [-0.0212, -0.0036, -0.0022], [0.0165, 0.0387, 0.0273], [0.0011, -0.0064, 0.0039], [0.0004, 0.0004, -0.0059], [0.0100, -0.0392, -0.0337], [0.0236, -0.0036, 0.0015], [-0.0163, 0.0323, 0.0248], [0.0001, -0.0445, -0.0347], [0.0268, 0.0132, 0.0186], [-0.0287, 0.0035, 0.0124], [-0.0101, 0.0066, -0.0065], [0.0027, 0.0450, -0.0186], [-0.0474, 0.0910, -0.1194], [0.0093, -0.3793, 0.1398], [-0.0400, 0.0285, 0.0031], [0.0029, 0.0067, -0.0021], [0.0022, -0.0055, -0.0034], [-0.0038, 0.0080, -0.0047], [0.0009, -0.0015, 0.0016], [0.0114, -0.0163, 0.0194], [0.0119, -0.0179, 0.0180], [0.0030, -0.0017, -0.0049], [0.0041, -0.0151, -0.0173], [-0.0226, -0.0113, -0.0075], [0.1035, 0.0482, 0.0426], [-0.0964, -0.0498, 0.0374], [-0.0883, -0.1541, 0.0070], [0.0077, 0.0030, -0.0046], [0.0007, 0.0040, 0.0029], [0.0022, 0.0049, 0.0075], [-0.0005, 0.0007, 0.0011], [0.0143, 0.0022, -0.0127], [0.0336, 0.0249, -0.0341], [-0.1207, -0.1338, -0.1865], [-0.1687, -0.1466, -0.0112], [-0.0106, 0.0949, 0.1939], [0.0338, -0.0715, 0.0114], [-0.0630, -0.0157, -0.0100], [-0.0045, -0.0318, -0.0062], [-0.1872, -0.1458, -0.0654], [-0.0257, 0.0090, -0.0232], [0.0560, 0.0561, 0.0286], [0.6999, 0.5138, 0.2762], [-0.2378, -0.2000, -0.0903], [-0.2599, -0.1656, -0.1004], [0.0103, -0.0007, -0.0035], [-0.0062, 0.0005, -0.0052], [-0.0021, -0.0016, 0.0020], [-0.0008, -0.0024, 0.0024]]}